Record 1
{
  "formula": "C11H68NO22",
  "method": "ωB97M-V/def2-TZVPD",
  "species": ["C", "C", "C", "C", "N", "C", "C", "C", "C", "C", "C", "C", "H", "H", "H", "H", "H", "H", "H", "H", "H", "H", "H", "H", "H", "H", "H", "H", "H", "H", "H", "H", "H", "H", "H", "H", "O", "H", "H", "O", "H", "H", "O", "H", "H", "O", "H", "H", "O", "H", "H", "O", "H", "H", "O", "H", "H", "O", "H", "H", "O", "H", "H", "O", "H", "H", "O", "H", "H", "O", "H", "H", "O", "H", "H", "O", "H", "H", "O", "H", "H", "O", "H", "H", "O", "H", "H", "O", "H", "H", "O", "H", "H", "O", "H", "H", "O", "H", "H", "O", "H", "H"],
  "coordinates": [[18.3690, 13.6600, 45.6760], [18.9810, 13.1460, 44.4320], [20.2860, 12.2510, 44.8390], [21.3460, 12.3800, 43.6420], [22.5750, 11.5430, 43.7590], [23.2910, 11.4770, 42.4600], [23.2010, 10.1120, 41.9380], [22.8410, 9.2330, 43.0490], [22.1180, 10.1160, 43.9550], [23.4600, 12.0610, 44.9410], [24.5660, 11.0320, 45.3750], [25.2240, 11.6680, 46.5550], [18.4590, 12.9050, 46.5470], [17.3020, 13.6630, 45.4690], [18.6720, 14.7330, 45.8680], [19.2840, 14.1980, 43.9710], [18.3260, 12.6830, 43.8250], [19.9100, 11.1200, 44.8450], [20.5650, 12.7930, 45.7870], [21.5200, 13.3380, 43.5280], [20.8610, 12.2130, 42.6720], [24.4120, 11.9270, 42.6300], [23.1080, 12.2350, 41.7170], [24.0860, 9.6580, 41.3500], [22.4700, 10.0550, 41.0660], [23.8400, 8.8690, 43.6430], [22.3550, 8.3260, 42.5440], [22.1850, 9.7140, 44.9230], [21.0230, 10.0620, 43.7750], [22.6170, 12.1600, 45.7070], [23.5920, 12.9790, 44.6440], [25.2960, 10.8330, 44.5370], [24.1640, 10.1540, 45.6480], [25.4930, 12.5840, 46.7120], [26.2340, 11.1350, 46.9500], [24.5160, 11.3010, 47.4350], [15.8110, 11.0080, 44.5120], [16.2360, 10.4870, 43.7980], [16.3450, 10.8610, 45.4800], [25.5250, 15.3780, 45.9060], [26.0920, 14.7370, 45.4840], [26.1360, 15.7380, 46.5130], [26.8190, 12.3240, 41.4910], [27.7070, 12.3920, 40.9830], [26.1690, 12.0260, 40.8400], [19.2850, 8.1740, 44.5870], [19.4730, 7.3310, 44.2250], [18.8010, 7.8860, 45.5120], [26.8670, 13.8580, 43.8350], [27.6580, 13.4310, 44.0940], [26.8500, 13.4700, 42.9660], [25.5180, 13.0340, 49.3690], [26.3220, 13.4820, 49.6980], [24.7970, 13.1730, 49.8460], [17.1930, 15.1430, 48.2280], [17.6920, 15.5580, 47.4160], [17.1550, 15.7000, 48.9540], [26.5990, 10.5290, 49.3980], [26.1590, 11.4650, 49.5520], [25.6830, 10.0950, 49.2780], [24.1680, 9.2740, 48.8660], [23.7010, 8.7720, 49.5470], [23.5020, 9.8770, 48.5640], [15.9200, 12.6900, 48.1530], [15.7990, 12.6160, 49.1830], [16.5330, 13.4260, 47.9590], [28.1560, 9.5880, 47.5560], [27.7840, 10.1300, 48.2250], [28.8430, 10.1070, 47.2120], [22.3830, 11.3730, 48.3960], [21.5480, 11.1880, 48.1280], [22.7090, 12.2420, 48.2170], [15.5850, 15.2920, 44.2250], [14.7820, 15.2940, 44.6680], [15.7920, 16.1020, 43.6090], [26.1250, 7.5030, 40.6220], [25.0790, 6.9180, 40.7410], [26.3920, 7.6360, 41.5100], [17.4710, 10.5910, 46.9150], [16.8910, 9.9620, 47.4220], [16.9180, 11.2590, 47.1620], [16.0090, 13.2110, 42.4850], [16.0110, 12.4900, 43.1620], [15.8880, 14.0940, 42.8930], [20.9230, 14.2110, 48.5260], [21.5500, 14.7210, 47.8100], [21.5480, 13.7210, 48.9890], [21.8450, 8.3040, 39.0420], [22.0700, 7.5660, 39.6410], [21.8260, 7.9670, 38.0390], [18.3210, 12.3640, 41.0800], [18.6620, 12.7550, 40.2230], [17.5860, 12.9740, 41.4120], [24.5170, 12.4230, 39.1360], [24.3390, 11.8930, 38.2800], [23.7590, 13.0550, 39.0850], [19.8260, 9.6920, 40.7900], [19.6410, 10.6490, 40.6920], [20.7200, 9.8440, 40.2500], [23.4980, 6.2670, 40.4370], [23.9660, 5.5570, 40.0510], [23.1140, 6.0060, 41.2190]],
  "forces_ev_per_angstrom": [[-1.617, -0.530, 2.057], [5.076, 3.034, 1.158], [-1.454, -0.092, -2.383], [-2.898, -3.701, 1.419], [-0.408, -0.642, 0.180], [5.028, 2.899, -0.039], [1.241, -1.486, -4.703], [2.903, -3.131, 0.164], [-3.172, -0.562, 0.176], [-3.561, -6.358, 1.459], [1.828, 5.074, -3.057], [0.158, -8.378, 4.159], [0.254, 1.651, -0.993], [-0.366, 0.467, 0.279], [-0.082, -1.452, 0.401], [-0.056, -2.539, -0.118], [-1.951, -1.746, -2.132], [0.827, 2.602, 0.920], [0.314, -1.410, -0.761], [1.976, 5.002, 0.004], [-0.128, -0.999, 0.316], [-2.164, -1.810, 0.226], [-1.528, 0.362, 0.025], [-0.700, 1.273, 1.175], [0.316, 0.194, 1.445], [-2.201, 0.579, -1.630], [0.162, 1.175, 1.629], [0.348, 0.428, 1.730], [0.762, 0.224, -0.363], [1.564, -0.376, -0.359], [2.236, 5.021, -1.378], [-0.795, 0.380, 0.635], [-1.570, -3.041, 0.946], [0.654, 5.919, -0.155], [-2.265, 0.573, -1.421], [1.585, 1.407, -1.467], [1.838, -0.325, 2.773], [-0.031, 0.063, 1.105], [-1.517, 0.102, -4.289], [-0.917, -0.486, -0.403], [-0.009, -0.567, -1.008], [0.750, 1.095, 1.329], [2.242, 0.087, -1.199], [-2.374, -0.244, 1.155], [0.101, 0.154, -0.166], [-2.085, 0.169, 4.345], [0.330, -1.355, -0.835], [1.808, 1.305, -3.509], [-0.608, 0.471, 0.225], [1.508, -0.478, 1.262], [-0.938, -0.116, -1.322], [5.444, -0.751, -3.621], [-1.086, -0.070, 0.120], [-4.467, 1.373, 3.744], [1.401, -1.004, -4.756], [-1.505, -0.902, 2.900], [0.173, 2.025, 1.847], [-3.613, 2.131, 0.840], [1.781, -2.186, -0.452], [1.974, -0.175, -0.015], [0.218, -0.988, 0.478], [0.346, -0.094, -0.009], [-0.665, 0.920, -0.359], [-0.312, -0.771, 2.428], [0.600, 0.532, -3.196], [-0.376, 0.050, 0.747], [-0.285, -1.787, -1.003], [-1.123, 0.669, 1.552], [1.659, 0.847, -0.922], [4.013, -0.558, 1.908], [-4.044, -0.070, -1.438], [-0.257, 0.609, -0.601], [3.972, 1.819, -3.082], [-2.525, 0.732, 0.868], [-1.439, -2.118, 2.295], [-5.072, -2.738, -0.897], [4.540, 2.934, -0.482], [0.484, 0.138, 1.460], [0.503, -4.172, -0.166], [1.314, -0.425, -0.714], [-2.021, 4.771, 1.228], [0.474, -0.266, -0.309], [-0.280, 1.139, -0.147], [-0.126, -1.157, 0.453], [0.849, 3.235, -4.327], [-2.461, -1.712, 2.662], [1.588, -1.410, 1.683], [-0.045, -0.795, -2.861], [0.022, 0.179, -1.011], [0.145, 0.800, 3.755], [0.107, 1.547, -1.090], [-0.910, -0.512, 1.544], [0.786, -1.080, -0.419], [-1.639, -0.578, -2.206], [0.716, 1.001, 2.069], [0.988, -0.479, 0.281], [3.527, 2.122, -2.066], [-1.323, -0.449, 0.820], [-2.446, -1.833, 1.354], [0.714, 2.519, -2.025], [0.529, -1.568, -0.676], [-1.263, -1.329, 2.806]],
  "multiplicity": 1,
  "total_charge": 1,
  "gap_ev": 9.713,
  "e_tot_ha": -2169.3893,
  "mol_weight_da": 566.65,
  "lumo_ev": -2.2
}

***

Record 2
{
  "formula": "C11H7Cl15Cr2O4",
  "method": "ωB97M-V/def2-TZVPD",
  "species": ["Cr", "Cr", "C", "C", "C", "O", "C", "C", "C", "O", "O", "O", "H", "H", "C", "Cl", "Cl", "Cl", "H", "C", "Cl", "Cl", "Cl", "H", "C", "Cl", "Cl", "Cl", "H", "C", "Cl", "Cl", "Cl", "H", "C", "Cl", "Cl", "Cl", "H"],
  "coordinates": [[27.8550, 2.3496, -11.4866], [21.6856, -0.8800, -9.5504], [25.1634, -0.6166, -11.9335], [23.7375, -0.6328, -11.4972], [23.0966, 0.7879, -11.2164], [22.0140, 0.8099, -10.6846], [23.8909, 1.9722, -11.5674], [25.1571, 1.8367, -12.1240], [25.8198, 0.5404, -12.2675], [27.1076, 0.4340, -12.5349], [25.8417, 2.9251, -12.0796], [22.9846, -1.5460, -11.0535], [25.6855, -1.5557, -12.0429], [23.4680, 2.9654, -11.6007], [23.5205, 4.0124, -14.5537], [21.8087, 3.5605, -14.7600], [24.0400, 5.5179, -15.2605], [24.5249, 2.6901, -15.2158], [23.6799, 4.0112, -13.4754], [27.0515, -0.3324, -15.9336], [28.0001, -1.7085, -16.3199], [25.7763, -0.1270, -17.1604], [28.0516, 1.2306, -15.8815], [26.6755, -0.5274, -14.9292], [26.5332, -2.3026, -8.2139], [27.2175, -2.5662, -9.8389], [26.9590, -3.5297, -7.0703], [24.7523, -2.0900, -8.4210], [26.8788, -1.3689, -7.7702], [19.4388, 1.6667, -12.2856], [18.4748, 2.9634, -13.0810], [20.0388, 0.5647, -13.5378], [18.4802, 0.8522, -11.1079], [20.2592, 2.1365, -11.7429], [23.4660, -3.6086, -13.6318], [24.2880, -2.8072, -14.9305], [24.5623, -4.3162, -12.4830], [22.2822, -4.8412, -14.2262], [22.8624, -2.8925, -13.0741]],
  "forces_ev_per_angstrom": [[-2.613, -1.131, -2.395], [0.811, 0.561, -2.322], [-3.638, -1.592, 0.231], [2.117, 2.182, 0.537], [5.590, 1.763, -3.383], [-3.581, -0.965, 2.956], [-2.081, -2.576, -0.766], [-0.996, 1.857, 2.347], [1.952, -2.084, -0.158], [-0.916, 2.939, 1.502], [3.225, -0.687, -0.143], [0.092, -0.116, 0.511], [-0.030, -0.070, 0.119], [-0.126, -0.001, 0.694], [0.026, -0.796, 0.222], [0.304, 0.500, -0.090], [-0.436, 0.037, 0.104], [0.040, -0.086, 0.103], [0.135, 0.323, -0.329], [0.069, 1.023, -0.258], [0.734, -0.512, -0.200], [0.144, 0.046, 0.709], [-0.637, -1.097, 0.173], [-0.318, 0.543, -0.312], [0.306, 0.417, -0.107], [0.048, 0.101, 0.660], [-0.229, -0.282, -0.172], [-0.195, -0.143, 0.218], [-0.002, -0.066, -0.522], [0.023, 1.224, -1.055], [0.476, -0.504, 0.446], [0.174, -0.001, 0.369], [-0.451, -0.750, 0.818], [-0.050, -0.083, -0.472], [-1.497, -0.418, 0.170], [0.206, 0.231, -0.383], [0.526, -0.281, 0.355], [0.643, 0.560, 0.154], [0.158, -0.065, -0.332]],
  "multiplicity": 9,
  "total_charge": 2,
  "gap_ev": [5.391, 6.125],
  "e_tot_ha": -9715.3612,
  "mol_weight_da": 838.96,
  "lumo_ev": [-9.6, -8.8]
}

***

Record 3
{
  "formula": "C11H7CoF5NO6S3",
  "method": "ωB97M-V/def2-TZVPD",
  "species": ["Co", "O", "S", "O", "O", "C", "C", "C", "C", "C", "C", "S", "O", "O", "O", "H", "H", "H", "H", "S", "C", "C", "N", "C", "H", "H", "H", "F", "C", "F", "C", "F", "F", "F"],
  "coordinates": [[0.8497, 0.6198, 0.5979], [-0.9282, 0.5028, -3.4133], [-1.1238, 0.5009, -1.9847], [-2.1811, 1.3390, -1.4820], [0.1599, 0.6987, -1.2779], [-1.5935, -1.2054, -1.5945], [-2.0468, -1.9272, -2.6980], [-2.4457, -3.2483, -2.5897], [-2.3921, -3.8863, -1.3638], [-1.9554, -3.1876, -0.2528], [-1.5590, -1.8549, -0.3505], [-1.0094, -1.1653, 1.2049], [-1.7091, -1.8785, 2.2365], [-1.2357, 0.2934, 1.1496], [0.4596, -1.3542, 1.2261], [-2.0610, -1.4230, -3.6531], [-2.7931, -3.7787, -3.4684], [-2.6924, -4.9226, -1.2677], [-1.9264, -3.6614, 0.7183], [-0.0779, 3.2179, 4.1429], [0.8146, 4.1023, 2.9824], [1.2650, 3.2672, 2.0197], [0.8815, 1.9512, 2.1723], [0.1486, 1.7975, 3.2384], [0.9671, 5.1646, 3.0675], [1.8699, 3.5380, 1.1710], [-0.2921, 0.8546, 3.5254], [3.2988, -0.5395, 0.6442], [2.7123, 0.6439, 0.2723], [3.3625, 1.6193, 1.0258], [3.1883, 0.9096, -1.1639], [2.7590, -0.0317, -2.0028], [2.7468, 2.1076, -1.5833], [4.5390, 0.9364, -1.2485]],
  "forces_ev_per_angstrom": [[-1.208, 0.728, 0.069], [-0.007, 0.058, -0.063], [-0.184, -0.101, 0.331], [-0.078, 0.030, -0.067], [0.617, -0.084, 0.059], [-0.017, -0.212, -0.041], [0.041, 0.032, 0.085], [-0.017, -0.007, -0.052], [-0.015, -0.057, 0.023], [0.002, 0.089, -0.007], [-0.172, -0.050, -0.115], [0.363, 0.159, -0.248], [-0.142, 0.092, 0.100], [0.234, -0.123, 0.041], [0.058, -0.272, 0.117], [-0.001, 0.004, -0.008], [0.014, 0.016, 0.006], [0.002, 0.017, 0.014], [-0.002, 0.006, -0.007], [-0.188, 0.054, 0.025], [0.136, 0.013, 0.066], [-0.037, -0.152, -0.054], [-0.131, -0.048, -0.099], [0.181, -0.143, 0.039], [0.030, -0.028, 0.006], [0.012, 0.009, -0.033], [0.021, 0.012, -0.033], [0.087, -0.096, 0.019], [0.097, 0.040, -0.201], [0.199, 0.051, 0.010], [0.002, -0.066, 0.136], [0.099, 0.063, -0.021], [0.047, -0.057, -0.034], [-0.039, 0.024, -0.060]],
  "multiplicity": 2,
  "total_charge": -1,
  "gap_ev": [8.443, 8.102],
  "e_tot_ha": -4006.3688,
  "mol_weight_da": 499.30,
  "lumo_ev": [2.2, 2.2]
}

***

Values of ΔE to the lowest compared entry with this formula, charge and spin, in order: 169.4; 170.7; 37.6, all in kJ/mol.